Density functional theory data (ωB97M-V/def2-TZVPD) for the molecule C7H13N at a distorted geometry.

Computed properties:
Charge ... 0
Energy relative to the best compared isomer or geometry (same formula, charge and spin) ... 52.0 kcal per mole
Max |F| ... 0.05990 Eh/bohr
Orbital gap ... 10.35 eV
LUMO ... 0.782 eV

Geometry as XYZ:
```
21
Properties=species:S:1:pos:R:3:forces:R:3:nbo_charge:R:1
H 0.4030 2.0388 -0.8923 0.122 -0.518 1.143 0.21
H 0.1027 1.8780 1.0141 1.309 -1.040 -2.587 0.22
H -3.1687 -0.0496 1.2031 0.843 1.012 -1.534 0.22
C -2.8748 0.6168 0.3129 -1.924 0.490 0.864 -0.35
H 2.5122 -0.5136 -1.1177 0.513 0.411 -0.085 0.21
N -1.0817 -1.8404 -0.0100 -0.650 -1.874 -0.662 -0.60
H 1.5568 -1.6111 1.3955 -1.069 1.287 -0.272 0.22
C 1.4594 -0.6388 -1.2875 -1.886 -0.912 -1.646 -0.61
H 0.3600 -0.3006 2.0709 0.750 -0.588 -0.557 0.22
C 1.1387 -0.5504 1.3037 1.661 0.744 0.074 -0.61
H 1.7262 1.6790 0.2109 1.211 0.386 0.153 0.21
C -1.8503 0.3707 -0.4815 0.447 -0.374 0.028 -0.26
C 0.5870 -0.0639 -0.1194 1.195 -0.932 0.748 -0.13
H -0.2065 -2.3571 0.0046 0.086 -0.281 0.574 0.33
C -0.8348 -0.6485 -0.2534 0.840 1.596 1.161 0.28
H 1.1207 -0.2315 -2.3531 0.862 -0.521 2.287 0.21
H -3.5721 1.4946 0.1436 0.960 -1.184 0.109 0.20
H -1.4472 0.9048 -1.3320 -1.070 1.002 -0.141 0.21
H 2.0623 0.1342 1.5428 -1.636 -1.316 -0.331 0.20
C 0.7077 1.4679 0.0370 -2.730 0.903 0.319 -0.61
H 1.2993 -1.7791 -1.3923 0.168 1.709 0.354 0.21
```
Forces are in eV/Å.